[1]
22
Properties=species:S:1:pos:R:3:nbo_charge:R:1 method="wB97M-V/def2-TZVPD" lumo_ev="-1.055 / -1.055" relative_energy_kj_mol=678.8
C -1.69 -0.99 -0.45 -0.605
C -1.02 0.15 0.28 -0.036
C -1.48 1.53 -0.14 -0.600
C -0.56 -0.06 1.70 -0.381
C 0.46 0.00 0.59 -0.228
C 1.45 -1.08 0.17 0.092
O 2.48 0.40 1.02 -0.599
C 1.49 1.09 0.53 0.792
O 1.74 1.74 -0.54 -0.701
H -1.35 -1.97 -0.08 0.207
H -2.78 -0.92 -0.31 0.221
H -1.47 -0.95 -1.52 0.209
H -2.58 1.59 -0.04 0.210
H -1.02 2.32 0.46 0.218
H -1.23 1.71 -1.20 0.221
H -0.59 0.79 2.38 0.228
H -0.71 -1.04 2.15 0.218
H 1.70 -1.78 0.98 0.213
H 0.95 -1.85 -0.44 0.168
O 2.35 -0.63 -1.68 -0.866
H 2.21 0.68 -1.53 0.550
H 1.65 -0.73 -2.33 0.470


[2]
6
Properties=species:S:1:pos:R:3:nbo_charge:R:1 method="wB97M-V/def2-TZVPD" lumo_ev=-9.655 relative_energy_kj_mol=309.1 total_charge=+1
Sn 2.42 -1.36 -0.38 1.837
B -0.49 0.30 0.14 1.264
F -0.33 -0.19 -1.14 -0.537
F 0.06 -0.43 1.06 -0.532
F 0.15 1.47 0.12 -0.532
F -1.81 0.21 0.20 -0.500


[3]
29
Properties=species:S:1:pos:R:3:nbo_charge:R:1 method="wB97M-V/def2-TZVPD" lumo_ev=-3.432 relative_energy_kj_mol=225.1 total_charge=+1
C -2.24 0.46 -2.48 -0.176
C -1.80 -0.54 -1.46 -0.457
C -1.88 1.74 -2.28 -0.379
C -0.81 0.13 -0.50 -0.178
C -0.27 -1.76 2.64 -0.409
C -1.12 -0.39 0.98 -0.216
C 1.69 0.94 1.23 -0.412
C 3.00 0.66 -0.82 -0.400
C 0.66 0.31 -0.87 0.244
N -0.57 -1.65 1.25 -0.644
N 1.67 0.63 -0.18 -0.301
S -0.98 1.95 -0.82 0.353
H -3.02 0.26 -3.12 0.236
H -1.20 -1.31 -2.08 0.240
H -1.88 2.53 -3.04 0.270
H -0.97 -2.03 3.37 0.194
H 0.44 -2.52 2.64 0.206
H 0.17 -0.81 2.97 0.174
H -2.63 -1.09 -0.99 0.254
H -2.18 -0.29 0.96 0.196
H -0.85 0.28 1.80 0.210
H 0.77 1.60 1.47 0.230
H 1.86 0.07 1.80 0.239
H 2.46 1.59 1.29 0.218
H 3.50 1.55 -0.62 0.224
H 3.64 -0.12 -0.49 0.229
H 2.85 0.43 -1.89 0.225
H 0.82 -0.11 -1.91 0.242
H -1.13 -2.51 1.15 0.388


[4]
43
Properties=species:S:1:pos:R:3:nbo_charge:R:1 method="wB97M-V/def2-TZVPD" lumo_ev=1.553 relative_energy_kj_mol=105.5 total_charge=-1
N 0.44 0.00 -0.03 -0.895
H 1.04 -0.85 -0.16 0.433
H 0.85 0.52 0.66 0.439
H -0.29 -0.53 0.44 0.488
H 0.29 0.60 -0.88 0.481
S -3.25 -0.12 0.34 2.630
O -2.75 1.03 -0.37 -1.020
O -4.39 -0.65 -0.41 -1.043
O -2.18 -1.12 0.45 -1.074
O -3.63 0.41 1.64 -1.060
O 2.78 2.17 -1.26 -1.013
H 2.27 2.31 -0.41 0.504
H 2.22 1.88 -1.99 0.483
O 0.12 2.05 2.90 -1.032
H -0.28 1.24 3.37 0.488
H -0.59 2.14 2.21 0.511
O 2.32 2.53 1.48 -1.001
H 2.98 3.22 1.64 0.477
H 1.51 2.61 2.00 0.520
O 2.20 -1.46 2.49 -0.953
H 1.52 -2.05 1.93 0.496
H 3.06 -1.80 2.27 0.456
O 2.75 -1.56 -1.68 -0.901
H 2.56 -2.22 -2.25 0.448
H 3.48 -2.14 -1.40 0.460
O -1.71 -2.74 -0.99 -0.992
H -2.25 -2.22 -0.45 0.498
H -1.58 -2.28 -1.79 0.445
O -1.49 -1.16 2.55 -1.015
H -2.15 -1.24 1.85 0.484
H -1.91 -0.44 3.11 0.461
O -1.31 2.24 0.70 -1.095
H -1.41 3.15 0.74 0.453
H -2.12 1.66 0.29 0.472
O -1.20 1.22 -2.52 -0.993
H -1.59 0.77 -3.36 0.454
H -1.83 1.11 -1.80 0.515
O 1.03 0.91 -3.26 -0.937
H 1.69 0.45 -3.68 0.453
H 0.25 0.38 -3.40 0.483
O 0.81 -3.43 0.05 -0.948
H 1.58 -3.27 -0.46 0.441
H 0.14 -3.34 -0.56 0.497


[5]
43
Properties=species:S:1:pos:R:3:nbo_charge:R:1 method="wB97M-V/def2-TZVPD" lumo_ev=-1.257
H 2.51 4.77 -5.22 0.333
N 1.82 5.29 -4.69 -0.570
C 2.16 5.39 -3.47 0.144
C 3.42 4.78 -2.85 -0.525
C 3.03 3.49 -2.21 -0.024
C 2.46 3.26 -1.02 -0.417
B 2.09 4.26 0.13 1.095
O 2.97 4.48 1.16 -0.871
O 0.90 4.92 0.13 -0.860
C 2.25 1.78 -0.94 0.779
O 1.67 1.17 -0.08 -0.520
O 2.81 1.18 -2.03 -0.486
C 3.21 2.19 -2.91 0.758
O 3.59 1.96 -4.01 -0.494
H 1.51 5.90 -2.77 0.176
H 3.81 5.46 -2.09 0.236
H 4.15 4.63 -3.64 0.246
H 3.83 4.08 0.97 0.500
H 0.84 5.48 0.92 0.503
O 0.60 -3.19 1.02 -0.523
C -0.59 -3.15 1.21 0.538
C -1.34 -1.86 1.16 -0.154
C -0.65 -0.69 0.85 -0.153
C -1.33 0.51 0.77 -0.191
C -2.70 0.55 0.99 -0.196
C -3.40 -0.61 1.31 -0.177
C -2.72 -1.81 1.40 -0.066
C -3.48 -3.04 1.75 0.539
O -4.66 -3.00 2.01 -0.529
C -2.73 -4.34 1.79 -0.142
C -3.43 -5.51 2.08 -0.168
C -2.76 -6.72 2.09 -0.191
C -1.40 -6.77 1.81 -0.195
C -0.70 -5.61 1.52 -0.176
C -1.37 -4.39 1.51 -0.061
H 0.42 -0.73 0.68 0.255
H -0.79 1.42 0.53 0.224
H -3.23 1.49 0.92 0.216
H -4.46 -0.58 1.48 0.236
H -4.48 -5.45 2.30 0.240
H -3.30 -7.63 2.32 0.218
H -0.88 -7.72 1.81 0.218
H 0.35 -5.64 1.30 0.238


[6]
9
Properties=species:S:1:pos:R:3:nbo_charge:R:1 method="wB97M-V/def2-TZVPD" smiles=N#CN.NCl lumo_ev=0.305 relative_energy_kj_mol=119.9
N 0.01 1.09 -0.39 -0.425
C -0.44 0.48 0.46 0.487
N -1.16 0.04 1.46 -0.851
H -1.52 0.71 2.04 0.416
H -1.43 -1.02 1.49 0.438
N 2.40 0.71 -1.29 -0.828
Cl 3.07 0.02 0.17 0.013
H 1.39 0.87 -1.04 0.385
H 2.97 1.59 -1.54 0.364